1.
Below is a structure of composition C21H45ErOP3S at a distorted geometry, with properties calculated with wB97M-V/def2-TZVPD.

```
72
Properties=species:S:1:pos:R:3:forces:R:3:mulliken_spin:R:1
Er -0.5213 0.7570 -0.0269 -0.480 0.023 0.890 1.755
P -3.0433 -0.5313 -0.3835 -1.435 -0.608 -0.192 -0.009
P -0.7769 1.0838 2.7772 0.031 0.253 1.984 -0.009
P 0.0768 -1.8511 0.5913 -0.082 -0.897 0.348 0.004
H 1.4346 2.0444 -1.4547 -0.144 -0.571 -0.280 0.003
C 1.3106 0.9525 -1.5984 -0.185 -0.248 -1.211 0.091
C 0.2722 0.3987 -2.3341 1.184 0.387 -0.782 0.141
H -0.4305 1.0071 -2.9274 0.337 -0.176 0.571 -0.001
C -4.3701 0.5495 -1.0483 -0.020 0.145 -0.212 -0.001
C -3.9532 -1.2446 1.0487 0.167 0.064 0.195 0.001
C -3.1837 -1.9318 -1.5734 0.234 0.101 -0.107 0.000
C 0.8187 1.6693 3.4761 0.097 0.077 -0.203 0.000
C -1.9236 2.3187 3.5118 -0.149 0.128 -0.220 0.000
C -1.1272 -0.3128 3.9248 -0.195 -0.224 -0.139 0.000
C 0.5784 -2.8062 -0.8909 0.454 -0.061 0.030 0.003
C -0.9101 -3.1031 1.4706 0.005 -0.109 0.139 0.001
C 1.5181 -1.6991 1.7297 0.373 -0.312 -0.336 0.011
H 2.1808 0.3524 -1.3105 -0.568 0.170 -0.090 0.022
H 0.2472 -0.6653 -2.6015 0.160 0.439 0.232 0.006
H -3.9973 1.1345 -1.8982 -0.126 -0.101 0.130 0.000
H -4.7437 1.2415 -0.2842 0.074 -0.175 -0.155 0.000
H -5.2077 -0.0720 -1.3936 0.179 0.199 0.115 0.000
H -4.1633 -0.4559 1.7816 0.004 -0.161 -0.095 0.000
H -3.3704 -2.0300 1.5423 -0.180 0.189 -0.094 0.000
H -4.9076 -1.6722 0.7107 0.256 0.140 0.060 0.000
H -2.8151 -1.6089 -2.5565 -0.105 -0.169 0.174 0.001
H -4.2408 -2.2242 -1.6682 0.370 0.063 0.046 0.000
H -2.5972 -2.7993 -1.2433 -0.185 0.205 -0.101 0.001
H 0.7466 1.7902 4.5661 0.016 -0.035 -0.308 0.000
H 1.0772 2.6353 3.0244 0.037 -0.150 0.170 0.000
H 1.6158 0.9520 3.2444 -0.094 0.183 0.117 0.000
H -1.7909 2.3487 4.6025 0.016 -0.023 -0.330 0.000
H -2.9648 2.0464 3.2949 0.209 0.091 0.062 0.000
H -1.7286 3.3163 3.1016 -0.068 -0.192 0.171 0.000
H -1.2184 0.0711 4.9521 0.065 -0.086 -0.350 0.000
H -0.3300 -1.0643 3.9047 -0.254 0.168 0.057 0.000
H -2.0745 -0.7953 3.6477 0.213 0.082 0.133 0.000
H 1.0974 -3.7219 -0.5786 -0.147 0.083 -0.193 0.000
H 1.2484 -2.2267 -1.5391 -0.251 -0.237 0.210 -0.004
H -0.3144 -3.0694 -1.4757 0.194 0.050 0.275 -0.001
H -0.2752 -3.9833 1.6436 -0.248 0.144 0.010 0.000
H -1.7814 -3.3990 0.8748 0.233 0.015 0.151 0.000
H -1.2492 -2.7061 2.4344 0.049 -0.182 -0.213 0.000
H 1.9923 -2.6830 1.8413 0.031 0.234 0.136 0.000
H 1.2074 -1.3326 2.7184 0.040 -0.205 -0.437 -0.001
H 2.2673 -0.9972 1.3327 -0.233 -0.154 0.236 0.001
C 5.2885 -1.9429 -1.5044 0.619 0.387 0.590 0.275
C 6.4510 -1.9469 -0.7108 1.790 0.456 0.165 0.024
C 7.7086 -1.9109 -1.3121 -0.849 -0.076 1.814 0.120
C 7.8255 -1.9248 -2.7080 0.298 0.105 -0.381 0.237
C 6.6799 -2.1174 -3.4886 -1.801 -0.259 -0.323 0.066
C 5.4142 -2.1709 -2.8924 0.857 -0.370 -1.470 0.073
S 3.7547 -1.7235 -0.7146 -0.782 0.456 -0.419 0.140
H 3.6840 -0.3663 -0.3812 1.053 -1.204 -0.052 0.039
H 6.3420 -1.9570 0.3738 0.174 0.127 -0.299 -0.002
H 8.6038 -1.8824 -0.6918 -0.224 0.017 -0.137 0.007
H 8.8050 -1.8098 -3.1796 -0.304 -0.134 0.134 -0.001
H 6.7839 -2.2412 -4.5675 -0.141 0.096 0.308 0.006
H 4.5194 -2.3747 -3.4771 0.228 0.211 -0.030 0.001
C -3.3461 4.1718 -0.6863 -0.455 -0.489 0.146 0.000
C -2.4160 4.4644 -1.8599 0.514 0.167 0.066 0.000
C -1.4696 3.2758 -1.9468 -0.272 -0.404 0.015 0.001
O -1.5770 2.5475 -0.6467 -0.944 1.550 -0.526 -0.002
C -2.5919 3.2028 0.2220 0.403 0.469 -0.234 0.000
H -3.5921 5.0858 -0.1448 -0.144 -0.137 -0.058 0.000
H -4.2741 3.6929 -1.0302 0.223 0.269 0.086 0.000
H -1.8315 5.3703 -1.6838 -0.189 -0.024 -0.038 0.000
H -2.9686 4.5787 -2.7923 0.078 0.098 0.085 0.000
H -1.7923 2.5697 -2.7261 0.165 0.201 0.267 0.000
H -0.4157 3.5568 -2.0954 -0.402 -0.128 0.082 0.000
H -2.0344 3.7350 0.9993 -0.112 -0.114 -0.131 0.000
H -3.2305 2.4345 0.6841 0.340 0.171 -0.256 0.000
```
Positions in Å, forces in eV/Å.

Expectation value of S² ... 4.0579
Maximum force ... 2.0 eV/Å
Gap between HOMO and LUMO (spin up / spin down) ... 6.8 / 4.1 eV
Charge ... +3
Multiplicity ... 4

=====

2.
Below is a structure of composition C21H45HoN2OP3S at a distorted geometry, with properties calculated with wB97M-V/def2-TZVPD.

```
74
Properties=species:S:1:pos:R:3:forces:R:3:mulliken_spin:R:1
Ho -0.2041 -0.0170 0.4145 -0.097 2.273 0.257 4.081
P 2.0121 1.0313 1.8079 0.830 0.978 1.204 -0.014
P -0.8142 2.4160 -0.8099 -0.651 0.836 -1.088 -0.019
P 1.9535 -0.3410 -1.2911 0.754 -0.559 -1.118 -0.014
H -1.6654 -2.4537 0.4243 0.292 0.335 0.172 -0.002
C -0.5798 -2.5087 0.2535 1.505 -1.558 2.171 -0.002
C 0.3514 -2.3134 1.2706 -1.482 -2.413 -1.164 -0.005
H 0.0777 -2.1531 2.3267 -0.281 0.529 -0.557 -0.002
C 1.6841 1.4301 3.5737 -0.220 -0.079 0.042 -0.002
C 2.7438 2.6434 1.2899 -0.319 -0.077 -0.402 -0.002
C 3.5025 -0.0006 2.0069 -0.096 -0.305 -0.202 -0.001
C -2.2536 1.9683 -1.8575 0.158 -0.419 0.008 0.002
C -1.5805 3.7555 0.1403 0.178 0.095 0.400 -0.002
C 0.2194 3.3020 -2.0395 0.236 -0.181 0.099 -0.001
C 2.8200 -1.9404 -1.0942 0.084 0.040 0.209 0.000
C 3.2709 0.7874 -1.8433 0.096 0.223 0.169 -0.001
C 1.0476 -0.6614 -2.8361 -0.074 0.208 0.193 0.000
H -0.3247 -2.9857 -0.6967 0.311 0.476 0.067 0.000
H 1.4116 -2.5656 1.1686 -0.322 0.201 -0.384 0.001
H 1.4196 0.5096 4.1122 0.080 0.233 -0.052 0.000
H 0.8431 2.1349 3.6467 0.330 -0.158 -0.039 0.000
H 2.5786 1.8769 4.0392 -0.335 -0.192 -0.207 0.000
H 1.9624 3.4175 1.2924 0.270 -0.154 0.009 0.000
H 3.1666 2.5693 0.2791 -0.084 0.110 0.309 0.000
H 3.5376 2.9256 2.0015 -0.321 -0.165 -0.264 0.000
H 3.2308 -0.9054 2.5561 0.145 -0.001 0.011 0.000
H 4.2662 0.5452 2.5729 -0.189 -0.075 -0.096 0.000
H 3.9191 -0.2987 1.0424 0.031 0.092 0.156 0.000
H -2.5398 2.8531 -2.4406 -0.092 -0.248 0.144 0.000
H -3.0880 1.6210 -1.2365 0.022 0.198 -0.160 0.000
H -1.9680 1.1531 -2.5321 -0.084 0.444 0.451 -0.001
H -2.0502 4.4432 -0.5696 0.052 -0.044 0.129 0.000
H -0.8388 4.2975 0.7320 -0.109 0.000 -0.026 0.000
H -2.3406 3.3474 0.8118 0.067 0.104 -0.064 0.000
H -0.3690 4.1590 -2.4044 0.267 -0.269 0.085 0.000
H 0.4676 2.6437 -2.8919 -0.081 0.311 0.389 0.000
H 1.1421 3.6644 -1.5629 -0.248 -0.030 -0.262 0.000
H 3.2138 -2.2605 -2.0672 -0.003 0.059 0.274 0.000
H 2.1269 -2.7027 -0.7217 0.242 0.038 -0.247 0.000
H 3.6388 -1.8307 -0.3748 -0.088 -0.205 -0.207 0.000
H 3.7246 0.3774 -2.7574 -0.106 0.113 0.275 0.000
H 4.0418 0.8820 -1.0678 -0.112 0.018 -0.258 0.000
H 2.8575 1.7815 -2.0612 0.146 -0.259 0.018 0.000
H 1.7317 -1.0426 -3.6023 -0.068 0.042 0.126 0.000
H 0.5620 0.2445 -3.2165 0.186 -0.301 0.082 0.000
H 0.2597 -1.4052 -2.6652 0.143 0.129 -0.147 -0.001
C -1.7514 -1.1676 -4.9931 -0.814 -0.860 -0.595 0.000
C -2.9852 -1.0180 -5.6604 0.918 -0.537 0.438 0.000
C -3.4213 -2.0638 -6.4701 0.200 -0.167 0.010 0.000
C -2.6577 -3.2329 -6.5980 0.169 0.094 0.127 0.000
C -1.4041 -3.3284 -5.9797 -0.119 0.266 -0.111 0.000
C -0.9139 -2.2704 -5.2072 -0.706 0.278 0.126 0.000
O -1.3997 -0.2973 -3.9810 -0.801 1.352 0.166 0.000
H -2.1106 0.3782 -3.8968 0.592 -0.886 -0.711 0.000
H -3.5969 -0.1313 -5.4887 0.101 -0.187 -0.094 0.000
H -4.3795 -1.9732 -6.9775 0.210 -0.086 0.081 0.000
H -3.0380 -4.0781 -7.1738 0.125 0.341 0.121 0.000
H -0.8028 -4.2332 -6.0778 -0.194 0.267 -0.112 0.000
H 0.0608 -2.3037 -4.7157 -0.357 -0.166 -0.227 0.000
S -1.9011 0.6630 2.3296 0.042 -0.034 0.347 -0.011
C -1.5589 0.0102 3.9181 0.167 -0.625 1.321 -0.001
N -1.6036 -1.3202 4.1319 -0.072 0.927 -0.944 -0.001
C -1.4237 -1.9698 5.4393 0.224 -0.457 0.118 0.000
C -1.6136 -0.9683 6.5612 -0.545 -0.269 0.059 0.000
C -0.8812 0.3174 6.2671 0.116 -0.028 0.291 0.000
N -1.2921 0.8168 4.9556 0.135 -0.147 -1.598 -0.001
H -1.9330 -1.8728 3.3416 -0.031 0.224 0.529 0.000
H -0.4167 -2.4099 5.4833 -0.247 0.055 -0.081 0.000
H -2.1579 -2.7828 5.4982 0.228 0.205 0.061 0.000
H -1.2550 -1.4060 7.4949 -0.060 0.091 -0.086 0.000
H -2.6851 -0.7741 6.6689 0.127 0.090 0.116 0.000
H 0.2042 0.1504 6.2834 -0.126 0.141 -0.051 0.000
H -1.1266 1.0798 7.0041 0.057 0.002 -0.031 0.000
H -1.1237 1.7915 4.7198 -0.301 -0.275 0.225 0.000
```
Positions in Å, forces in eV/Å.

Expectation value of S² ... 6.0049
Maximum force ... 3.1 eV/Å
Gap between HOMO and LUMO (spin up / spin down) ... 3.7 / 3.8 eV
Charge ... +3
Multiplicity ... 5

=====

3.
Below is a structure of composition C21H45N2P3RuSSe at a distorted geometry, with properties calculated with wB97M-V/def2-TZVPD.

```
74
Properties=species:S:1:pos:R:3:forces:R:3:mulliken_spin:R:1
Ru 0.0278 0.0228 -0.1438 -2.109 1.603 0.888 1.416
P 1.4673 0.2621 1.6694 1.064 -0.158 1.224 0.040
P 1.0251 1.2196 -1.8348 1.718 0.516 -1.528 -0.083
P 1.0276 -1.9911 -0.7591 0.902 -0.944 -0.394 -0.030
H -2.7151 -0.4292 -0.5983 0.613 -0.140 0.205 0.013
C -1.8821 -1.0911 -0.3063 -0.017 -0.325 1.443 0.190
C -1.4128 -1.0885 1.0606 -0.955 -1.282 -0.637 0.079
H -1.9114 -0.4478 1.8022 0.440 -0.215 -0.468 0.023
C 1.1492 1.4824 2.9970 -0.327 0.184 -0.065 0.008
C 3.2098 0.7295 1.3016 -0.088 -0.120 -0.089 0.018
C 1.6332 -1.2153 2.7475 0.013 -0.009 -0.097 0.006
C 0.0184 1.0923 -3.3561 -0.097 -0.062 -0.076 0.108
C 1.1540 3.0310 -1.6240 -0.023 0.095 0.053 0.017
C 2.7212 0.7757 -2.4001 -0.179 0.298 -0.154 0.001
C 0.4439 -3.5263 0.0487 -0.088 0.183 0.065 0.007
C 2.8488 -2.2258 -0.6114 -0.158 0.108 -0.112 0.005
C 0.6973 -2.3865 -2.5197 0.065 -0.017 0.110 0.053
H -1.8024 -2.0170 -0.8992 0.073 0.508 0.331 -0.022
H -1.0040 -2.0209 1.4725 -0.306 0.506 -0.164 0.005
H 0.1592 1.3225 3.4322 0.100 0.020 -0.061 -0.001
H 1.2174 2.5079 2.6227 -0.028 -0.176 0.026 0.002
H 1.8898 1.3636 3.7951 -0.042 -0.090 -0.223 -0.003
H 3.2266 1.7044 0.8023 0.002 -0.128 0.027 -0.002
H 3.6901 -0.0096 0.6569 -0.047 0.153 0.063 0.000
H 3.8016 0.8139 2.2234 -0.259 -0.066 -0.152 0.000
H 0.6460 -1.4742 3.1392 0.075 -0.010 -0.037 -0.001
H 2.2895 -1.0101 3.6022 -0.081 0.047 -0.249 -0.001
H 2.0331 -2.0778 2.2114 -0.070 0.086 0.076 0.001
H 0.4612 1.6633 -4.1839 -0.064 -0.103 0.235 -0.002
H -0.9827 1.4819 -3.1446 0.122 0.073 -0.034 -0.010
H -0.0679 0.0411 -3.6498 0.098 0.192 -0.006 -0.020
H 1.6304 3.4796 -2.5064 -0.048 -0.159 0.233 0.000
H 1.7602 3.2486 -0.7367 -0.029 0.012 -0.173 -0.002
H 0.1506 3.4579 -1.5009 0.272 -0.151 -0.087 0.003
H 3.0362 1.4555 -3.2061 -0.070 -0.219 0.225 -0.002
H 2.7494 -0.2520 -2.7802 0.031 0.298 0.082 0.000
H 3.4238 0.8735 -1.5622 -0.173 -0.026 -0.238 -0.001
H 0.9568 -4.3709 -0.4274 -0.106 0.188 0.091 0.000
H -0.6348 -3.6440 -0.0799 0.140 -0.094 0.058 -0.001
H 0.6810 -3.5247 1.1170 -0.054 -0.026 -0.190 0.001
H 3.1340 -3.1705 -1.0947 -0.150 0.207 0.115 -0.001
H 3.1369 -2.2799 0.4433 -0.031 0.008 -0.234 0.001
H 3.3977 -1.4120 -1.0931 -0.094 -0.212 0.144 0.000
H 1.0290 -3.4112 -2.7391 -0.083 0.289 0.031 -0.001
H 1.2285 -1.6916 -3.1775 -0.122 -0.198 0.074 0.005
H -0.3811 -2.3083 -2.7017 0.204 -0.057 -0.052 -0.018
C -4.3941 -1.7537 -4.3542 1.103 0.671 0.001 0.283
C -4.7053 -2.0315 -3.0173 3.305 2.509 0.100 0.155
C -5.7714 -2.8659 -2.6824 -3.512 -2.735 1.024 0.637
C -6.5813 -3.4159 -3.6869 0.460 0.389 0.280 0.045
C -6.3094 -3.1155 -5.0313 -3.458 -2.630 1.002 0.649
C -5.2300 -2.2869 -5.3653 3.582 2.724 -1.822 0.429
Se -2.8186 -0.6971 -4.6723 -1.290 -0.755 0.296 0.487
H -2.3943 -0.4006 -3.2364 -0.698 -0.467 -0.852 0.022
H -4.0812 -1.5923 -2.2324 -0.360 -0.226 -0.294 0.239
H -5.9647 -3.0842 -1.6303 0.002 0.011 -0.438 0.029
H -7.4142 -4.0682 -3.4166 0.260 0.219 -0.150 0.004
H -6.9475 -3.5382 -5.8115 0.353 0.227 0.252 0.031
H -5.0291 -2.0613 -6.4188 -0.045 -0.066 0.469 0.015
S -1.4765 1.9814 0.1826 0.272 -0.877 -0.314 0.167
C -1.2009 3.0243 1.5377 0.594 1.450 1.403 -0.001
N -1.8682 2.8513 2.6898 0.415 -0.539 -0.913 0.001
C -1.6389 3.6727 3.8859 0.032 0.090 0.060 0.001
C -1.3830 5.0937 3.4348 -0.507 0.395 -0.183 0.000
C -0.2488 5.1572 2.4346 0.333 0.196 0.268 0.000
N -0.3726 4.0860 1.4391 -0.736 -1.093 -0.228 0.000
H -2.4270 2.0074 2.7587 -0.018 0.349 -0.056 0.005
H -0.7795 3.2835 4.4498 -0.207 -0.025 -0.092 0.000
H -2.5309 3.6271 4.5148 0.157 -0.118 -0.107 0.000
H -1.1646 5.7365 4.2928 -0.006 -0.122 -0.175 0.000
H -2.2950 5.4806 2.9526 0.218 -0.087 0.247 0.000
H 0.7229 5.0675 2.9344 -0.094 -0.003 -0.087 0.000
H -0.2748 6.1188 1.9153 0.092 -0.172 -0.020 0.000
H 0.1868 4.1420 0.5991 -0.279 0.099 0.051 0.003
```
Positions in Å, forces in eV/Å.

Expectation value of S² ... 8.7910
Maximum force ... 4.9 eV/Å
Gap between HOMO and LUMO (spin up / spin down) ... 5.5 / 5.5 eV
Charge ... +3
Multiplicity ... 6